[1]
{
  "formula": "C19H17N7O5Pb",
  "method": "the ωB97M-V functional and the def2-TZVPD basis",
  "species": ["Pb", "O", "C", "O", "C", "O", "C", "C", "O", "O", "H", "H", "H", "H", "H", "N", "C", "N", "C", "N", "N", "C", "N", "C", "C", "C", "C", "C", "N", "H", "H", "H", "H", "H", "H", "H", "H", "N", "C", "C", "C", "C", "C", "C", "C", "H", "H", "H", "H"],
  "coordinates": [[-18.0207, -9.7135, -2.7173], [-20.8828, -9.5344, -6.8409], [-20.2410, -9.1674, -5.6854], [-19.0187, -9.0521, -5.5770], [-21.2555, -8.9512, -4.5456], [-20.5732, -9.1889, -3.2965], [-21.3159, -9.3825, -2.0867], [-20.6120, -10.4952, -1.2682], [-21.2005, -11.5218, -1.0042], [-19.3874, -10.1697, -0.9307], [-20.1830, -9.6539, -7.5298], [-22.0819, -9.6527, -4.6859], [-21.6481, -7.9168, -4.5776], [-22.3717, -9.6934, -2.2619], [-21.3065, -8.4896, -1.4601], [-14.5511, -9.9620, -1.6862], [-14.6838, -11.1282, -2.3374], [-13.5709, -11.8572, -2.5269], [-13.8010, -12.9546, -3.2202], [-12.8107, -13.7999, -3.5888], [-14.9912, -13.3684, -3.6521], [-16.0433, -12.6220, -3.3934], [-15.9465, -11.4644, -2.6846], [-17.3152, -13.0518, -3.9898], [-17.3026, -14.1997, -4.8148], [-18.4696, -14.6751, -5.3919], [-19.6580, -14.0820, -5.0092], [-19.6428, -13.0014, -4.1287], [-18.4657, -12.4988, -3.6634], [-13.6604, -9.7775, -1.2502], [-15.3827, -9.4523, -1.3859], [-11.8667, -13.6283, -3.2784], [-13.0670, -14.5991, -4.1791], [-16.3128, -14.6489, -4.9806], [-18.4667, -15.5236, -6.0915], [-20.6133, -14.4226, -5.3936], [-20.5412, -12.5102, -3.7325], [-15.9627, -3.4909, 0.9130], [-16.3150, -4.4940, 0.4623], [-16.7535, -5.6748, -0.1993], [-16.5337, -5.7360, -1.5807], [-16.8511, -6.9094, -2.2720], [-17.3626, -7.8998, -1.4771], [-17.6607, -7.8740, -0.1444], [-17.3537, -6.6915, 0.5235], [-16.1050, -4.8827, -2.0938], [-16.6926, -7.0287, -3.3594], [-18.0965, -8.6785, 0.4297], [-17.5349, -6.5373, 1.5986]],
  "mulliken_charge": [1.73, -0.42, 0.50, -0.59, -0.50, -0.25, -0.27, 0.34, -0.53, -0.61, 0.40, 0.44, 0.37, 0.35, 0.31, -0.20, 0.55, -0.62, 0.45, -0.33, -0.52, 0.13, -0.05, 0.56, -0.27, -0.53, -0.71, -0.25, -0.13, 0.27, -0.01, 0.26, 0.25, 0.47, 0.45, 0.42, 0.48, -0.34, -0.29, 0.65, -0.78, -0.59, -0.04, -0.09, -0.58, 0.49, 0.50, 0.65, 0.48],
  "homo_lumo_gap_ev": [4.67, 4.68],
  "relative_energy_ev": 0.000,
  "fmax_ha_per_bohr": 0.0639,
  "lumo_energy_ev": [-10.77, -10.77],
  "multiplicity": 1,
  "total_charge": 2
}

***

[2]
{
  "formula": "C18H19NO4",
  "method": "the ωB97M-V functional and the def2-TZVPD basis",
  "species": ["C", "C", "O", "O", "C", "C", "C", "C", "C", "C", "C", "C", "C", "C", "O", "N", "C", "C", "C", "O", "C", "C", "C", "H", "H", "H", "H", "H", "H", "H", "H", "H", "H", "H", "H", "H", "H", "H", "H", "H", "H", "H"],
  "coordinates": [[-3.4866, 6.7692, 1.1268], [-2.4921, 5.9129, 0.3879], [-1.7949, 6.2830, -0.5155], [-2.4819, 4.6747, 0.9127], [-1.6540, 3.6753, 0.4177], [-1.4119, 3.4903, -0.9355], [-0.6030, 2.4457, -1.3421], [-0.0403, 1.5680, -0.4197], [0.8242, 0.4637, -0.8609], [1.7597, 0.6530, -1.8765], [2.5877, -0.3820, -2.2720], [2.4866, -1.6283, -1.6797], [1.5464, -1.8393, -0.6751], [1.3911, -3.1466, 0.0245], [0.9998, -3.2204, 1.1789], [1.7097, -4.2397, -0.7049], [1.5699, -5.5742, -0.1563], [0.0991, -5.9531, 0.0970], [-0.0963, -6.5124, 1.5107], [0.5142, -5.7317, 2.5007], [0.7340, -0.7894, -0.2650], [-0.3106, 1.7585, 0.9345], [-1.1060, 2.8050, 1.3528], [-4.4236, 6.2321, 1.2451], [-3.0938, 6.9921, 2.1168], [-3.6427, 7.6963, 0.5843], [-1.8447, 4.1574, -1.6631], [-0.4266, 2.2980, -2.3971], [1.8590, 1.6252, -2.3356], [3.3241, -0.2142, -3.0442], [3.1615, -2.4172, -1.9787], [1.8671, -4.1410, -1.6936], [2.0996, -5.5920, 0.8021], [2.0518, -6.2749, -0.8374], [-0.2551, -6.6818, -0.6326], [-0.5126, -5.0537, -0.0024], [0.3484, -7.5111, 1.5873], [-1.1765, -6.6056, 1.7074], [0.5064, -4.7979, 2.2211], [0.0159, -0.9737, 0.5200], [0.1264, 1.0954, 1.6656], [-1.3120, 2.9630, 2.3999]],
  "mulliken_charge": [-1.15, 0.76, -0.53, -0.38, 0.47, -0.35, -0.63, 0.20, 0.51, -0.69, -0.78, -0.70, 0.33, 0.44, -0.77, -0.21, -0.83, -0.57, -0.55, -0.55, -0.54, -0.66, -0.55, 0.33, 0.30, 0.34, 0.40, 0.47, 0.54, 0.41, 0.49, 0.27, 0.44, 0.44, 0.41, 0.28, 0.33, 0.28, 0.43, 0.65, 0.50, 0.44],
  "homo_lumo_gap_ev": 9.21,
  "relative_energy_ev": 0.367,
  "fmax_ha_per_bohr": 0.0140,
  "lumo_energy_ev": 0.48,
  "multiplicity": 1,
  "smiles": "CC(=O)Oc1ccc(-c2cccc(C(=O)NCCCO)c2)cc1"
}

***

[3]
{
  "formula": "C31H23Cl2N3NaO4",
  "method": "the ωB97M-V functional and the def2-TZVPD basis",
  "species": ["Na", "C", "O", "C", "C", "C", "C", "C", "C", "N", "N", "C", "C", "O", "C", "C", "C", "C", "C", "C", "C", "C", "H", "H", "H", "H", "H", "H", "H", "H", "H", "H", "H", "H", "H", "Cl", "C", "C", "C", "C", "C", "Cl", "C", "N", "C", "C", "C", "C", "C", "C", "C", "C", "O", "O", "H", "H", "H", "H", "H", "H", "H", "H", "H", "H"],
  "coordinates": [[-0.3280, 0.1057, 0.7382], [-1.8166, -1.8135, -1.2777], [-0.8475, -2.0283, -0.2794], [0.3821, -2.4514, -0.7652], [0.6713, -3.8006, -0.8763], [1.9510, -4.2180, -1.2105], [2.9531, -3.2801, -1.4040], [2.6741, -1.9346, -1.3268], [1.3737, -1.4912, -1.0451], [0.9968, -0.1772, -0.9907], [1.9698, 0.6749, -1.0566], [1.7290, 1.9622, -0.8166], [0.4554, 2.4609, -0.3323], [-0.5982, 1.7886, -0.3120], [0.4620, 3.8050, 0.2033], [1.5542, 4.5950, 0.1929], [2.7869, 4.1503, -0.3706], [3.9044, 4.9926, -0.4363], [5.0898, 4.5559, -0.9762], [5.1857, 3.2511, -1.4604], [4.1006, 2.4104, -1.4125], [2.8747, 2.8311, -0.8697], [-2.2686, -2.7650, -1.5920], [-1.3819, -1.3149, -2.1455], [-2.5857, -1.1755, -0.8469], [-0.1071, -4.5242, -0.6782], [2.1693, -5.2728, -1.2966], [3.9629, -3.6040, -1.6146], [3.4468, -1.1908, -1.4631], [-0.4781, 4.1492, 0.6137], [1.5177, 5.5949, 0.6130], [3.8209, 6.0068, -0.0673], [5.9456, 5.2150, -1.0295], [6.1180, 2.9090, -1.8897], [4.1620, 1.4108, -1.8121], [6.8289, 2.9250, 1.4326], [7.2275, 2.2785, 3.0010], [8.3235, 2.7721, 3.6753], [8.6350, 2.2685, 4.9274], [7.8175, 1.3160, 5.5113], [6.7101, 0.8371, 4.8377], [5.6407, -0.2525, 5.6602], [6.4044, 1.2658, 3.5313], [5.3456, 0.8062, 2.8164], [4.8472, -0.5059, 2.7796], [5.6967, -1.5931, 2.9570], [5.2153, -2.8801, 2.8031], [3.8971, -3.0802, 2.4213], [3.0532, -1.9985, 2.2486], [3.4995, -0.6958, 2.4462], [2.5685, 0.4529, 2.3178], [1.2574, 0.2056, 3.1768], [1.3241, 0.4514, 4.3717], [0.2785, -0.2041, 2.5191], [8.9309, 3.5390, 3.2203], [9.5025, 2.6306, 5.4533], [8.0189, 0.9535, 6.5071], [5.0600, 1.3845, 2.0354], [6.7387, -1.4279, 3.2013], [5.8814, -3.7213, 2.9500], [3.5319, -4.0875, 2.2662], [2.0202, -2.1484, 1.9687], [2.2482, 0.5636, 1.2854], [3.0164, 1.3834, 2.6659]],
  "mulliken_charge": [1.03, -0.85, -0.45, 0.63, -0.45, -0.54, -0.79, -0.24, 0.40, -0.34, -0.20, -0.19, 0.60, -0.94, -0.71, -1.07, 0.84, -0.79, -0.46, -0.85, -0.28, 1.05, 0.33, 0.35, 0.25, 0.42, 0.37, 0.41, 0.30, 0.42, 0.34, 0.38, 0.41, 0.38, 0.33, -0.12, 0.57, -0.61, -0.48, -0.62, 0.70, -0.16, -0.47, 0.21, -0.50, 0.06, -0.75, -0.90, -0.02, -0.11, 1.06, 0.20, -0.80, -0.85, 0.41, 0.36, 0.42, 0.00, 0.55, 0.39, 0.41, 0.55, -1.03, 0.46],
  "homo_lumo_gap_ev": 6.66,
  "relative_energy_ev": 1.356,
  "fmax_ha_per_bohr": 0.0352,
  "lumo_energy_ev": 2.10,
  "multiplicity": 1,
  "total_charge": -1
}